No. 1
ORCA calculation (ωB97M-V with the def2-TZVPD basis set) on a molecular structure, C51H56Br2N7O2Y.

Calculated values
**Energy above the lowest of the compared OMol25 structures with the same formula, charge and spin**: 138.6 kJ/mol
**Kohn-Sham gap**: 0.2173 Eh
**M**: 1047.770 Da

Cartesian coordinates (Å):
1 Y -0.118 0.289 0.745
2 C 3.592 2.546 2.020
3 C 2.262 3.164 1.585
4 C 1.190 3.136 2.675
5 N 0.202 2.070 2.545
6 C -0.560 1.841 3.606
7 C -0.138 2.100 4.935
8 C -0.801 2.173 6.146
9 C -2.162 2.177 6.402
10 C -3.142 1.955 5.449
11 C -3.006 1.510 4.149
12 C -1.875 1.207 3.343
13 N -1.976 0.468 2.261
14 C -3.173 -0.361 2.159
15 C -3.007 -1.533 1.195
16 C -1.876 -2.510 1.518
17 N -0.608 -1.835 1.733
18 C 0.386 -2.540 2.229
19 C 0.455 -3.953 2.143
20 C 1.252 -4.869 2.811
21 C 2.044 -4.673 3.933
22 C 2.241 -3.452 4.573
23 C 1.981 -2.177 4.121
24 C 1.457 -1.731 2.869
25 N 1.749 -0.580 2.320
26 C 2.795 0.219 2.960
27 C 3.638 1.022 1.951
28 H 3.845 2.895 3.027
29 H 4.376 2.915 1.352
30 H 1.892 2.667 0.680
31 H 2.443 4.208 1.322
32 H 0.631 4.081 2.646
33 H 1.711 3.136 3.635
34 H 0.934 2.215 5.033
35 H -0.159 2.315 7.009
36 H -2.484 2.382 7.415
37 H -4.167 2.096 5.777
38 H -3.946 1.370 3.630
39 H -4.028 0.234 1.810
40 H -3.435 -0.750 3.150
41 H -2.862 -1.139 0.196
42 H -3.942 -2.097 1.183
43 H -1.824 -3.231 0.691
44 H -2.125 -3.076 2.426
45 H -0.212 -4.375 1.400
46 H 1.173 -5.895 2.465
47 H 2.477 -5.552 4.395
48 H 2.713 -3.505 5.549
49 H 2.236 -1.382 4.810
50 H 3.471 -0.441 3.510
51 H 2.336 0.887 3.697
52 H 3.324 0.763 0.947
53 H 4.684 0.719 2.060
54 Br 0.367 3.870 -6.831
55 C 0.183 3.009 -5.141
56 C -0.036 1.606 -5.093
57 C -0.124 0.966 -3.918
58 N 0.165 1.655 -2.649
59 C -0.038 3.117 -2.741
60 C 0.097 3.732 -3.984
61 C -0.436 3.752 -1.533
62 C -0.483 5.166 -1.438
63 C -0.988 5.736 -0.305
64 Br -1.028 7.631 -0.144
65 C -1.489 4.951 0.729
66 C -1.368 3.587 0.575
67 N -0.808 2.978 -0.476
68 H -0.190 1.054 -6.010
69 H -0.361 -0.080 -3.816
70 H 0.068 4.811 -4.040
71 H -0.125 5.778 -2.251
72 H -1.934 5.381 1.613
73 H -1.753 2.937 1.349
74 C 4.393 -2.899 -1.768
75 N 3.344 -2.677 -0.747
76 C 2.006 -3.021 -1.280
77 C 3.377 -1.286 -0.130
78 C 3.011 -0.157 -1.071
79 C 4.064 0.348 -1.834
80 C 3.848 1.336 -2.776
81 C 2.550 1.751 -2.987
82 C 1.527 1.248 -2.192
83 C 1.682 0.352 -1.120
84 H 4.336 -3.923 -2.131
85 H 5.377 -2.720 -1.340
86 H 4.226 -2.217 -2.595
87 H 3.523 -3.313 0.030
88 H 1.738 -2.308 -2.054
89 H 1.265 -2.941 -0.490
90 H 2.024 -4.029 -1.689
91 H 4.394 -1.160 0.246
92 H 2.684 -1.308 0.706
93 H 5.075 -0.010 -1.664
94 H 4.664 1.757 -3.349
95 H 2.331 2.466 -3.770
96 H -0.525 1.300 -1.962
97 C -5.176 -3.111 -5.668
98 C -4.222 -2.571 -4.641
99 C -4.545 -1.478 -3.857
100 C -3.682 -0.964 -2.895
101 C -4.153 0.271 -2.169
102 C -2.435 -1.595 -2.677
103 C -2.097 -2.715 -3.470
104 C -0.784 -3.454 -3.388
105 C -2.984 -3.163 -4.438
106 C -1.503 -1.052 -1.621
107 O -1.685 0.147 -1.218
108 O -0.588 -1.733 -1.116
109 H -6.049 -2.470 -5.770
110 H -5.517 -4.109 -5.383
111 H -4.688 -3.197 -6.640
112 H -5.507 -0.998 -4.001
113 H -5.194 0.470 -2.424
114 H -3.553 1.133 -2.462
115 H -4.066 0.178 -1.091
116 H -0.014 -2.913 -3.947
117 H -0.886 -4.444 -3.833
118 H -0.465 -3.548 -2.360
119 H -2.700 -4.013 -5.050



No. 2
ORCA calculation (ωB97M-V with the def2-TZVPD basis set) on a single C4H9NO molecule.

Calculated values
**Energy above the lowest of the compared OMol25 structures with the same formula, charge and spin**: 80.7 kJ/mol
**Kohn-Sham gap**: 0.3875 Eh
**SMILES**: CCNC(C)=O
**M**: 87.122 Da

Cartesian coordinates (Å):
1 C -2.136 0.645 -0.203
2 C -1.061 -0.405 -0.005
3 N 0.042 0.019 0.874
4 C 1.152 -0.744 0.478
5 O 1.133 -1.954 0.535
6 C 2.285 0.032 -0.153
7 H -2.823 0.291 -0.977
8 H -1.713 1.597 -0.549
9 H -2.711 0.833 0.708
10 H -1.469 -1.335 0.393
11 H -0.602 -0.665 -0.977
12 H 0.215 1.017 0.792
13 H 1.896 0.848 -0.774
14 H 2.880 -0.640 -0.772
15 H 2.913 0.461 0.630



No. 3
ORCA calculation (ωB97M-V with the def2-TZVPD basis set) on 3 unconnected molecules or ions with the total composition C5H8ClN3O2 at a distorted geometry.

Calculated values
**Energy above the lowest of the compared OMol25 structures with the same formula, charge and spin**: 24.8 kJ/mol
**Kohn-Sham gap**: 0.3133 Eh
**SMILES**: C=C1N=CON1.CN=C=O.Cl
**M**: 177.591 Da

Cartesian coordinates (Å):
1 C -0.198 0.187 -1.777
2 C 1.205 -1.810 0.890
3 C 0.628 1.854 -0.677
4 C -0.976 -3.035 1.480
5 C 0.741 2.931 0.099
6 N -0.578 1.214 -1.134
7 N 1.690 1.160 -1.309
8 N 0.143 -2.314 0.997
9 O 2.188 -1.226 0.652
10 O 1.168 0.060 -1.937
11 Cl -3.163 1.792 0.469
12 H -0.955 -0.453 -2.086
13 H -1.006 -3.854 0.896
14 H -0.629 -3.213 2.536
15 H -1.939 -2.516 1.460
16 H -0.106 3.386 0.345
17 H 1.703 3.176 0.473
18 H 2.544 0.993 -0.824
19 H -2.461 1.669 -0.551



No. 4
ORCA calculation (ωB97M-V with the def2-TZVPD basis set) on 3 unconnected molecules or ions with the total composition C35H26BrCl3FNO5P at a distorted geometry.

Calculated values
**Total charge**: +1
**Kohn-Sham gap**: 0.2190 Eh
**M**: 776.830 Da

Cartesian coordinates (Å):
1 C -0.618 -2.671 6.841
2 C -1.553 -2.254 5.626
3 Cl -2.699 -0.993 6.260
4 C -2.259 -3.519 4.995
5 C -3.797 -3.544 5.150
6 N -4.462 -4.437 5.852
7 C -5.949 -4.245 5.848
8 Cl -6.381 -4.529 7.606
9 C -5.943 -2.637 5.716
10 F -5.368 -2.239 6.931
11 P -7.592 -1.765 5.367
12 O -7.858 -0.798 6.718
13 Cl -7.158 -0.415 3.792
14 C -4.900 -2.609 4.504
15 Br -5.493 -3.436 2.819
16 H -0.159 -1.720 7.213
17 H 0.144 -3.429 6.549
18 H -1.299 -3.016 7.663
19 H -0.943 -1.756 4.828
20 H -1.921 -3.670 3.934
21 H -1.870 -4.421 5.548
22 H -3.979 -5.190 6.348
23 H -6.537 -4.794 5.082
24 H -6.992 -0.436 6.981
25 H -4.489 -1.618 4.204
26 C 1.909 -0.453 -2.307
27 C 1.236 -0.542 -3.523
28 C -0.152 -0.549 -3.553
29 C -0.873 -0.481 -2.363
30 C -0.198 -0.416 -1.142
31 C 1.195 -0.391 -1.119
32 C -0.951 -0.392 0.134
33 O -0.367 -0.333 1.202
34 C -2.432 -0.450 0.090
35 C -3.152 -0.485 1.282
36 C -4.538 -0.527 1.255
37 C -5.215 -0.526 0.038
38 C -4.502 -0.496 -1.152
39 C -3.108 -0.467 -1.129
40 C -2.355 -0.472 -2.407
41 O -2.944 -0.474 -3.470
42 H 2.992 -0.438 -2.288
43 H 1.796 -0.602 -4.449
44 H -0.671 -0.613 -4.501
45 H 1.722 -0.328 -0.175
46 H -2.630 -0.482 2.232
47 H -5.094 -0.559 2.184
48 H -6.299 -0.553 0.019
49 H -5.030 -0.499 -2.098
50 C 8.263 2.591 -7.526
51 C 7.346 1.554 -7.681
52 C 6.227 1.487 -6.863
53 C 6.025 2.452 -5.879
54 C 6.956 3.478 -5.708
55 C 8.069 3.551 -6.542
56 C 6.781 4.484 -4.633
57 O 7.589 5.380 -4.486
58 C 5.606 4.372 -3.735
59 C 5.456 5.275 -2.684
60 C 4.353 5.187 -1.846
61 C 3.390 4.203 -2.058
62 C 3.539 3.298 -3.100
63 C 4.652 3.374 -3.935
64 C 4.817 2.381 -5.023
65 O 3.977 1.518 -5.205
66 H 9.131 2.647 -8.171
67 H 7.505 0.799 -8.441
68 H 5.514 0.682 -6.990
69 H 8.787 4.353 -6.422
70 H 6.200 6.044 -2.517
71 H 4.241 5.887 -1.026
72 H 2.526 4.140 -1.408
73 H 2.790 2.531 -3.259



No. 5
ORCA calculation (ωB97M-V with the def2-TZVPD basis set) on 2 unconnected molecules or ions with the total composition H4N5 at a distorted geometry.

Calculated values
**Energy above the lowest of the compared OMol25 structures with the same formula, charge and spin**: 0.0 kJ/mol
**Total charge**: +1
**Kohn-Sham gap**: 0.4429 Eh
**M**: 74.067 Da

Cartesian coordinates (Å):
1 N -2.562 3.818 0.322
2 N -1.654 3.240 0.178
3 N 0.075 1.082 0.177
4 N -0.020 -0.953 -0.585
5 N -0.117 0.304 -0.766
6 H -0.062 2.032 0.179
7 H 0.350 0.691 1.014
8 H -0.439 -1.559 -1.295
9 H 0.250 -1.278 0.275



No. 6
ORCA calculation (ωB97M-V with the def2-TZVPD basis set) on a single C23H30N6O molecule.

Calculated values
**Energy above the lowest of the compared OMol25 structures with the same formula, charge and spin**: 77.3 kJ/mol
**Kohn-Sham gap**: 0.3086 Eh
**SMILES**: Cc1nnn([C@@]23C[C@@H]4C[C@@H](C[C@@](C(=O)N5CCN(c6ccccc6)CC5)(C4)C2)C3)n1
**M**: 406.534 Da

Cartesian coordinates (Å):
1 C -2.738 -0.095 6.164
2 C -2.445 0.815 5.037
3 N -1.530 0.592 4.103
4 N -1.639 1.653 3.335
5 N -2.551 2.487 3.750
6 N -3.071 1.985 4.817
7 C -0.835 1.844 2.154
8 C 0.637 1.664 2.523
9 C 1.471 1.824 1.256
10 C 1.067 0.762 0.231
11 H 1.736 0.837 -0.626
12 H 1.187 -0.232 0.666
13 C -0.402 0.953 -0.165
14 C -1.240 0.796 1.116
15 H -2.299 0.904 0.875
16 H -1.101 -0.204 1.529
17 C -0.658 2.369 -0.705
18 H -1.724 2.478 -0.920
19 C -0.231 3.406 0.336
20 C 1.249 3.219 0.670
21 H 1.853 3.346 -0.231
22 H 1.564 3.977 1.390
23 C -1.070 3.245 1.602
24 H -0.788 3.991 2.347
25 H -2.129 3.382 1.381
26 H -0.389 4.409 -0.075
27 H -0.118 2.555 -1.632
28 C -0.921 -0.115 -1.149
29 O -1.845 -0.835 -0.813
30 N -0.407 -0.237 -2.400
31 C 0.688 0.440 -3.048
32 H 0.299 0.907 -3.962
33 C 1.799 -0.578 -3.420
34 N 1.274 -1.914 -3.585
35 C 1.437 -2.886 -2.590
36 C 1.149 -4.217 -2.910
37 C 1.328 -5.227 -1.987
38 C 1.809 -4.944 -0.719
39 C 2.110 -3.635 -0.395
40 C 1.928 -2.618 -1.314
41 H 2.161 -1.609 -1.012
42 H 2.485 -3.394 0.590
43 H 1.947 -5.734 0.003
44 H 1.097 -6.245 -2.263
45 H 0.796 -4.465 -3.899
46 C -0.019 -1.842 -4.232
47 H -0.361 -2.831 -4.530
48 C -1.047 -1.218 -3.273
49 H -1.859 -0.739 -3.832
50 H -1.480 -1.985 -2.628
51 H 0.095 -1.237 -5.136
52 H 2.595 -0.585 -2.678
53 H 2.245 -0.274 -4.376
54 H 1.102 1.225 -2.426
55 H 2.531 1.696 1.503
56 H 0.927 2.410 3.266
57 H 0.782 0.675 2.959
58 H -2.021 -0.910 6.167
59 H -3.745 -0.496 6.060
60 H -2.686 0.452 7.103



No. 7
ORCA calculation (ωB97M-V with the def2-TZVPD basis set) on a molecular structure, C37H31Br2LuN8O4PS8 at a distorted geometry.

Calculated values
**Energy above the lowest of the compared OMol25 structures with the same formula, charge and spin**: 5.1 kJ/mol
**Total charge**: -1
**Kohn-Sham gap**: 0.2133 Eh
**M**: 1273.992 Da

Cartesian coordinates (Å):
1 Lu 0.649 0.659 0.902
2 S 2.879 0.662 2.654
3 S 2.186 0.287 4.566
4 S 0.150 0.590 4.506
5 S -0.564 -0.768 3.126
6 O -1.312 1.591 1.576
7 S -2.202 1.253 0.458
8 O -3.056 2.330 0.025
9 O -1.328 0.693 -0.594
10 C -3.299 -0.074 0.928
11 C -4.506 0.332 1.491
12 C -5.458 -0.609 1.835
13 C -5.206 -1.952 1.597
14 C -4.008 -2.352 1.028
15 C -3.020 -1.431 0.681
16 P -1.408 -1.971 -0.078
17 C -1.404 -3.762 0.403
18 C -0.970 -4.036 1.704
19 C -0.887 -5.340 2.171
20 C -1.223 -6.403 1.342
21 C -1.656 -6.147 0.049
22 C -1.749 -4.838 -0.415
23 C -1.910 -2.084 -1.849
24 C -1.030 -2.707 -2.738
25 C -1.271 -2.709 -4.104
26 C -2.397 -2.073 -4.613
27 C -3.271 -1.438 -3.745
28 C -3.027 -1.439 -2.376
29 H -4.681 1.389 1.641
30 H -6.398 -0.295 2.274
31 H -5.950 -2.697 1.855
32 H -3.831 -3.406 0.852
33 H -0.693 -3.217 2.362
34 H -0.549 -5.524 3.185
35 H -1.148 -7.424 1.700
36 H -1.929 -6.967 -0.606
37 H -2.111 -4.665 -1.420
38 H -0.129 -3.179 -2.358
39 H -0.569 -3.193 -4.772
40 H -2.579 -2.059 -5.682
41 H -4.146 -0.928 -4.131
42 H -3.719 -0.927 -1.719
43 Br 5.392 0.777 -1.301
44 C 3.997 1.915 -1.891
45 C 4.224 2.757 -2.984
46 C 3.235 3.581 -3.437
47 Br 3.598 4.699 -4.938
48 C 1.972 3.619 -2.798
49 C 0.898 4.454 -3.186
50 C -0.266 4.422 -2.480
51 C -0.386 3.548 -1.382
52 N 0.576 2.744 -1.007
53 C 1.752 2.766 -1.689
54 C 2.771 1.849 -1.216
55 O 2.540 1.042 -0.266
56 H 5.189 2.743 -3.473
57 H 1.018 5.112 -4.036
58 H -1.102 5.053 -2.752
59 H -1.306 3.516 -0.813
60 N -0.245 0.626 -3.228
61 C 0.822 -0.118 -2.829
62 N 0.964 -0.662 -1.649
63 C 2.066 -1.498 -1.633
64 C 2.792 -1.538 -2.770
65 S 2.058 -0.550 -3.977
66 C 2.358 -2.279 -0.427
67 C 3.133 -3.384 -0.444
68 S 3.256 -4.034 1.145
69 C 2.225 -2.745 1.728
70 N 1.812 -1.916 0.800
71 N 1.939 -2.681 3.029
72 H -0.881 0.894 -2.489
73 H -0.108 1.281 -3.977
74 H 3.722 -2.050 -2.961
75 H 3.620 -3.854 -1.285
76 H 2.351 -3.324 3.675
77 H 1.271 -1.983 3.349
78 C 0.598 4.003 5.708
79 C -0.096 4.055 4.345
80 C 0.867 3.995 3.206
81 N 0.903 3.084 2.305
82 N 1.851 3.279 1.336
83 C 2.574 4.321 1.534
84 N 3.582 4.716 0.684
85 S 2.117 5.201 2.962
86 H -0.144 3.937 6.507
87 H 1.210 4.892 5.881
88 H 1.243 3.122 5.767
89 H -0.696 4.965 4.255
90 H -0.758 3.200 4.226
91 H 3.932 3.972 0.093
92 H 4.293 5.309 1.072



No. 8
ORCA calculation (ωB97M-V with the def2-TZVPD basis set) on a single C2H7IN2S molecule at a distorted geometry.

Calculated values
**Energy above the lowest of the compared OMol25 structures with the same formula, charge and spin**: 62.9 kJ/mol
**Kohn-Sham gap (spin up / spin down)**: 0.2635 / 0.2615 Eh
**SMILES**: CN(C)N(S)I
**M**: 218.063 Da

Cartesian coordinates (Å):
1 C -0.456 -0.535 -1.227
2 C -0.374 0.943 0.863
3 N 0.076 -0.248 0.095
4 N 1.040 -0.800 0.684
5 S 1.482 -2.438 0.368
6 I 3.004 0.571 0.771
7 H -0.596 0.370 -1.822
8 H 0.366 -1.057 -1.786
9 H -1.295 -1.247 -1.168
10 H 0.245 1.847 0.789
11 H -1.228 1.170 0.365
12 H -0.560 0.669 1.949
13 H 2.075 -2.581 1.499



No. 9
ORCA calculation (ωB97M-V with the def2-TZVPD basis set) on a single C4H7NO molecule at a distorted geometry.

Calculated values
**Energy above the lowest of the compared OMol25 structures with the same formula, charge and spin**: 249.8 kJ/mol
**Kohn-Sham gap**: 0.3725 Eh
**SMILES**: C[C@H]1NCC1=O
**M**: 85.106 Da

Cartesian coordinates (Å):
1 C -1.708 -0.096 -0.259
2 C -0.403 -0.264 0.509
3 N 0.675 -1.060 -0.093
4 C 1.670 0.147 -0.307
5 C 0.576 1.061 0.270
6 O 0.551 2.245 0.479
7 H -2.406 -0.946 -0.239
8 H -1.477 0.134 -1.300
9 H -2.206 0.750 0.232
10 H -0.702 -0.644 1.516
11 H 0.875 -1.885 0.477
12 H 1.863 0.131 -1.379
13 H 2.691 0.426 0.094